# 1
ORCA calculation (the ωB97M-V functional and the def2-TZVPD basis) on 2 unconnected molecules or ions with the total composition C23H33BClF2N4O9 in a non-equilibrium geometry.

```
! RIJCOSX wB97M-V def2-TZVPD def2/J DEFGRID3
* xyz -1 1
C -2.22 0.51 3.02
C -3.07 7.09 -0.08
C 0.44 3.26 0.12
O -3.05 1.43 2.71
C 4.17 -2.49 -2.02
F -2.35 4.96 -2.45
H 1.36 -3.87 -0.32
H -1.46 1.95 -0.17
H 5.37 -3.57 2.27
C -4.34 6.97 -0.80
C -0.60 -0.44 1.39
C 4.98 -1.85 0.90
C 0.09 1.01 1.32
H -3.10 -2.04 -3.92
H 4.97 -0.32 -2.00
H 2.72 -0.98 -2.83
C 2.82 -2.12 -2.82
Cl -2.82 1.02 -2.95
O -2.74 8.01 0.64
C 1.20 -2.80 -0.75
H 4.99 -2.66 -2.81
N -1.96 -0.53 1.99
F -3.31 3.87 -0.60
H -0.91 -2.84 -1.47
C 0.96 -1.08 3.10
C -2.23 -0.62 -2.38
H -1.27 2.78 1.46
N 0.39 4.01 -0.96
H -4.40 -1.40 -2.66
O 0.25 -1.51 1.96
C 4.70 -3.36 1.37
H -2.79 -1.61 -0.37
H 3.66 -0.71 -0.75
C 0.44 0.07 -0.80
C -0.37 -2.47 -0.51
B -3.07 5.14 -1.23
H -2.18 -2.75 1.87
H -1.67 -2.08 3.58
C 4.62 -1.12 -1.25
H 3.58 -3.44 1.58
O 0.72 0.38 -1.98
H -0.73 -3.20 0.32
O 4.57 -0.92 1.66
H 3.00 -2.43 -3.92
C -0.67 -0.92 -0.18
O -4.35 5.82 -1.48
H -1.24 -0.97 -2.88
H 2.00 0.19 0.68
C 1.51 -2.92 -2.33
H 1.70 -4.03 -2.58
H 1.91 -2.13 -0.17
O -2.32 6.02 -0.32
O -5.25 7.77 -0.80
H -0.61 1.17 4.41
H 0.46 1.50 2.31
C -2.25 -1.87 2.60
H -1.46 -0.44 4.98
C -3.33 -1.74 -2.83
H 4.07 -3.38 -1.32
H 0.60 -2.63 -2.99
C -0.68 2.24 0.62
H 1.28 4.56 -1.00
N 1.20 0.73 0.32
H -2.29 1.25 5.14
H -3.11 -2.69 -2.20
H 1.40 3.34 0.78
H -3.37 -1.83 2.93
C -1.60 0.58 4.49
H -2.69 0.23 -0.37
H 4.94 -4.15 0.56
O 5.68 -1.47 -0.29
N 1.30 -0.77 4.22
C -2.16 -0.71 -0.76
*
```

Values from the calculation:
- Gap between HOMO and LUMO: 8.1 eV
- F_max: 6.317 eV/Å
- Total energy: -2477.19990 hartree
- HOMO: -6.460 eV
- E_LUMO: 1.7 eV

***

# 2
ORCA calculation (the ωB97M-V functional and the def2-TZVPD basis) on a molecular structure, C6H13F2O5P in a non-equilibrium geometry.

```
! RIJCOSX wB97M-V def2-TZVPD def2/J DEFGRID3
* xyz 0 1
C -1.33 -1.69 0.43
H 2.52 1.31 0.41
H 1.98 -0.27 2.47
H -3.36 2.77 -0.08
H -3.08 1.16 0.31
C 0.01 -1.83 -2.15
H -0.88 2.68 -0.89
F -2.65 -1.43 -0.08
O -0.36 0.30 2.43
H 4.00 0.47 0.80
C 2.18 -0.57 1.42
C -1.12 2.18 0.01
H 1.26 -1.70 -0.73
H -0.47 -2.59 -2.86
O 1.07 -2.24 -1.53
H -0.91 2.54 1.02
P -0.45 -0.32 1.10
O -0.39 0.83 -0.23
H -2.81 1.72 -1.39
F -1.57 -2.67 1.34
C 2.94 0.36 0.44
H 3.06 -0.08 -0.54
H -0.26 0.22 -1.38
O -0.42 -0.68 -2.22
O 0.95 -1.00 0.71
C -2.71 1.92 -0.29
H 2.79 -1.38 1.47
*
```

Values from the calculation:
- Gap between HOMO and LUMO: 7.5 eV
- F_max: 4.278 eV/Å
- Total energy: -1153.61380 hartree
- ΔE to the lowest compared entry with this formula, charge and spin: 167.6 kJ/mol
- HOMO: -7.024 eV
- E_LUMO: 0.5 eV

***

# 3
ORCA calculation (the ωB97M-V functional and the def2-TZVPD basis) on a molecular structure, C41H31BrF4N3O3PV in a non-equilibrium geometry.

```
! RIJCOSX wB97M-V def2-TZVPD def2/J DEFGRID3
* xyz 2 4
H 0.46 3.34 3.94
F 6.81 -2.67 -0.25
H -4.05 0.94 -3.63
C 3.27 2.71 1.11
C 2.76 -2.45 -0.28
C -2.24 -1.46 -2.10
H 4.88 3.55 3.98
F 5.65 -0.30 -0.22
C -4.49 -2.21 -2.50
C -0.62 -2.84 2.77
C -3.79 0.01 -3.15
H 1.41 0.16 -2.70
C 0.20 3.19 2.90
H -2.63 0.17 1.12
C -4.77 -0.98 -3.08
N 0.03 1.72 1.04
C 3.80 3.51 2.12
H -2.43 -1.03 0.17
C -0.45 2.70 0.27
C -0.85 2.20 -1.07
H 1.97 1.01 -4.95
C 0.71 -5.11 3.66
P 2.61 0.35 -0.16
H -5.75 -0.78 -3.49
H 4.23 -0.33 2.28
C 4.51 2.41 -3.19
H 2.76 3.18 0.28
C -3.21 -2.45 -2.01
F 2.66 -4.80 -0.39
C -0.26 4.22 2.09
C 1.38 -3.89 3.57
H -0.64 0.44 -3.43
C 4.60 1.55 3.25
C -1.39 0.81 -2.72
H -1.14 -6.14 3.34
H -5.25 -2.98 -2.46
H -2.96 -3.42 -1.59
C 4.20 1.92 -1.92
C 5.49 -2.60 -0.25
C 3.07 1.13 -1.74
C 4.86 -1.37 -0.22
H -0.98 4.76 0.11
C 3.36 -3.68 -0.31
N 0.87 -0.39 2.26
H 5.39 3.02 -3.33
C 4.46 2.93 3.19
H 2.43 -3.83 3.85
C 1.46 -1.45 3.12
H 2.46 -1.63 2.74
H 4.85 2.17 -1.09
O -1.97 -0.46 0.80
H -1.23 -1.68 -1.77
C -2.52 -0.21 -2.64
C 3.48 -1.25 -0.20
H -0.37 5.22 2.50
H 5.14 1.09 4.07
H 3.96 2.46 -5.26
N -0.73 0.96 -1.38
C 0.34 1.94 2.33
C 4.09 0.75 2.23
C 2.59 1.28 -4.10
H 1.24 -5.99 4.01
H 0.76 -1.15 5.18
O 1.17 0.65 4.22
H -1.22 2.64 -3.94
H -2.83 2.41 -3.23
C 4.74 -3.76 -0.28
C 0.81 0.68 2.97
Br 0.87 -2.47 -0.51
C 1.51 -0.76 4.50
C 3.71 2.09 -4.28
C -1.77 2.25 -3.09
C -0.62 -5.19 3.28
H -2.33 -4.13 2.55
C -0.59 3.98 0.76
H 3.70 4.59 2.06
C 0.71 -2.75 3.13
O -1.39 3.05 -1.91
H -1.16 -1.96 2.43
V 0.26 -0.06 0.31
F 5.34 -4.93 -0.31
C -1.29 -4.06 2.84
C 3.42 1.32 1.15
H 2.49 -0.78 4.98
C 2.27 0.81 -2.84
*
```

Values from the calculation:
- ⟨S²⟩: 3.765
- Gap between HOMO and LUMO (spin up / spin down): 7.6 / 7.6 eV
- F_max: 2.520 eV/Å
- Total energy: -6229.40952 hartree
- HOMO (spin up / spin down): -13.619 / -13.920 eV
- E_LUMO (spin up / spin down): -6.0 / -6.4 eV